{
  "formula": "C15H26F3IN4O8PS",
  "method": "the ωB97M-V functional and the def2-TZVPD basis",
  "e_tot_ha": -2744.43487,
  "homo_ha": -0.1608,
  "total_charge": -1,
  "homo_lumo_gap_ev": 6.24,
  "largest_force_ev_per_a": 11.924,
  "elements": ["C", "C", "C", "I", "C", "C", "C", "C", "O", "C", "N", "C", "O", "C", "F", "F", "F", "C", "O", "C", "N", "O", "C", "N", "P", "S", "C", "O", "O", "H", "H", "H", "H", "H", "H", "H", "H", "H", "H", "H", "H", "H", "H", "H", "H", "H", "H", "H", "H", "H", "H", "H", "C", "N", "O", "O", "H", "H", "H"],
  "coordinates": [[2.46990, -2.09413, 3.31365], [0.96186, -1.89581, 2.71973], [0.58910, -0.42094, 2.13781], [1.95874, 0.97274, 3.11509], [0.49685, -0.30563, 0.47127], [1.05041, 1.16808, 0.04457], [0.76069, 1.61625, -1.54079], [1.75637, 0.90722, -2.62443], [1.32066, -0.38384, -3.15972], [1.56470, -0.48481, -4.62049], [1.25421, -1.37382, -0.25854], [2.73717, -1.38549, -0.07068], [3.51755, -1.46513, -1.35102], [4.95710, -1.30661, -1.09522], [5.37077, 0.10159, -0.78403], [5.51880, -2.25694, -0.10224], [5.64386, -1.63042, -2.40065], [-1.12082, -0.55373, 0.08216], [-1.51645, -1.74351, 0.82958], [-2.89384, -1.86639, 1.21605], [-2.96224, -3.13678, 2.10124], [-3.85508, -2.18870, 0.10851], [-5.21716, -2.03857, 0.64576], [-6.34850, -2.17516, 1.30577], [-2.10624, 1.03858, 0.40236], [-3.92154, 1.08566, -0.30520], [-1.32859, -1.06591, -1.49772], [-1.08922, -2.35147, -1.88781], [-1.92670, -0.24684, -2.57527], [2.60387, -1.71203, 4.43731], [3.34164, -1.71075, 2.62704], [2.63681, -3.27473, 3.39391], [0.76852, -2.79569, 1.96959], [0.21597, -2.10195, 3.62930], [-0.48498, -0.14019, 2.57989], [2.21362, 1.32455, 0.13495], [0.56873, 2.07353, 0.65817], [1.09126, 2.76787, -1.54311], [-0.37027, 1.64575, -1.81689], [1.81882, 1.65055, -3.55720], [2.83910, 0.91653, -2.15616], [2.51376, 0.10739, -4.98540], [0.56876, -0.17575, -5.18686], [1.77606, -1.63674, -4.83659], [0.85578, -2.33135, -0.15479], [2.99828, -2.41399, 0.47980], [3.16648, -0.55338, 0.66069], [-3.32333, -1.02630, 1.94402], [-3.71119, -2.93418, 2.82955], [-3.25878, -3.95883, 1.51795], [-2.24306, 1.15493, 1.86132], [-1.48877, 2.26681, -0.02781], [-3.42860, 5.99436, -0.16756], [-3.01982, 4.81423, 0.64100], [-3.23956, 3.69586, 0.16141], [-2.48992, 5.04378, 1.73433], [-3.87841, 5.64544, -1.09947], [-4.15211, 6.56223, 0.42090], [-2.53105, 6.58259, -0.36906]],
  "forces_ev_per_a": [[0.37, -1.63, 0.59], [-0.24, -0.93, 1.02], [-1.84, -1.37, 0.07], [-0.48, 0.18, -0.15], [0.21, 0.30, 0.21], [-0.49, 1.49, -1.77], [0.69, 0.82, 0.53], [-0.37, 1.52, -1.00], [1.44, 1.72, -0.94], [-0.35, -1.11, -0.01], [1.94, 0.88, 0.96], [-0.34, -1.95, 2.95], [4.22, 1.16, 1.82], [-0.23, -0.49, -2.22], [-1.27, -4.73, -0.53], [-1.71, 3.44, -2.91], [-2.16, 1.12, 4.48], [1.75, -0.63, -1.76], [-2.57, 1.33, 0.38], [-0.38, -2.22, 3.15], [-0.78, 1.61, -0.28], [-3.86, 1.68, 1.90], [-4.76, -2.00, 4.19], [10.14, 1.42, -6.11], [-2.00, 0.12, 0.13], [-0.24, -0.91, 0.16], [-2.22, -2.16, -8.34], [-0.49, 5.96, 3.87], [3.34, -2.53, 6.78], [-0.33, -0.55, -2.73], [-1.85, -0.55, 1.45], [-0.38, 2.43, -0.22], [0.25, 2.28, 1.33], [1.61, 0.44, -2.01], [2.55, -0.48, -1.01], [-2.31, -0.79, 0.17], [1.02, -2.40, -0.92], [-0.52, -2.38, -0.03], [2.09, -0.68, 0.18], [-0.16, -1.33, 2.01], [-1.95, -0.46, -0.84], [-1.90, -0.93, 0.80], [2.19, -0.46, 1.09], [-0.55, 2.50, 0.49], [0.19, 1.35, -0.39], [-0.40, 2.17, -1.23], [-1.07, -1.39, -1.98], [1.09, -1.23, -2.21], [1.22, -0.63, -1.45], [0.35, 1.29, 0.72], [0.91, -0.08, -1.00], [0.45, -1.17, 0.51], [-0.20, 0.07, -0.27], [0.17, -0.96, 0.31], [0.64, 2.40, 0.95], [-0.61, -0.37, -1.28], [0.14, -0.05, 0.29], [0.24, -0.05, -0.04], [-0.17, -0.07, 0.17]]
}